No. 1
Computed, not measured: a molecular structure, C45H37N8SeSiTa, with ωB97M-V/def2-TZVPD.

Element x y z (Å)
Ta1 0.13655 -0.22076 -0.42733
C1 2.61783 2.60792 4.96398
C2 2.85881 1.26541 5.37076
C3 2.46228 0.20630 4.60456
C4 1.79725 0.47928 3.38967
C5 1.28507 -0.37227 2.38445
N1 0.76683 0.44226 1.40539
C6 0.91653 1.77355 1.72579
N2 0.48751 2.84704 0.99422
C7 -0.06097 2.80857 -0.16746
C8 -0.60512 3.96729 -0.89817
C9 -0.64739 5.30711 -0.55342
C10 -1.28209 6.18065 -1.42688
C11 -1.85071 5.71946 -2.61569
C12 -1.79724 4.37513 -2.95915
C13 -1.17075 3.50765 -2.08148
C14 -0.97539 2.04885 -2.14719
N3 -1.28853 1.28400 -3.12984
C15 -1.08840 -0.06285 -3.18524
N4 -0.74267 -0.90168 -2.13092
C16 -0.60854 -2.21237 -2.56434
N5 -0.27651 -3.29926 -1.80841
C17 0.15286 -3.27680 -0.59941
N6 0.41047 -2.14575 0.18791
C18 0.93085 -2.51268 1.43548
N7 1.30974 -1.74071 2.39138
C19 0.97874 -3.98811 1.44820
C20 1.40896 -4.86243 2.43012
C21 1.34713 -6.22255 2.15557
C22 0.87151 -6.68599 0.92836
C23 0.44643 -5.80211 -0.05449
C24 0.50595 -4.44828 0.22517
C25 -0.89034 -2.20958 -3.94502
C26 -0.90667 -3.25182 -4.89791
C27 -1.21894 -2.93666 -6.18862
C28 -1.52241 -1.59956 -6.57468
C29 -1.51245 -0.57758 -5.67036
C30 -1.19027 -0.87985 -4.32878
N8 -0.33243 1.67780 -0.95813
C31 1.55824 1.81650 2.98352
C32 1.98198 2.89492 3.78933
H1 2.95210 3.41558 5.60250
H2 3.37027 1.08733 6.30803
H3 2.64938 -0.81511 4.90745
H4 -0.19729 5.65141 0.36819
H5 -1.33280 7.23527 -1.18942
H6 -2.33479 6.42428 -3.27895
H7 -2.22882 4.00748 -3.88072
H8 1.78129 -4.48864 3.37441
H9 1.67609 -6.93513 2.90066
H10 0.83815 -7.75166 0.74332
H11 0.08075 -6.14933 -1.01160
H12 -0.67328 -4.26533 -4.60166
H13 -1.23432 -3.71412 -6.94157
H14 -1.76081 -1.39555 -7.61060
H15 -1.73826 0.43891 -5.96283
H16 1.81084 3.91396 3.46939
C33 -2.02341 0.31731 2.99223
C34 -2.59236 -0.46847 1.83659
C35 -3.56964 -1.52559 2.29615
C36 -1.92633 -0.57815 0.59277
C37 -3.22631 0.54883 0.58623
C38 -4.31191 0.10779 -0.17799
C39 -5.10410 1.01760 -0.85554
C40 -4.83594 2.37441 -0.74201
C41 -3.78266 2.83097 0.04363
C42 -2.97601 1.92298 0.69968
H17 -1.44293 -0.39360 3.58767
H18 -2.81473 0.72289 3.62258
H19 -1.33813 1.10487 2.70084
H20 -3.00314 -2.23036 2.90993
H21 -4.00968 -2.08644 1.47533
H22 -4.36147 -1.10525 2.91551
H23 -2.34676 -1.41617 0.02741
H24 -4.51343 -0.95048 -0.26889
H25 -5.92004 0.67118 -1.47416
H26 -5.45301 3.08737 -1.27384
H27 -3.57515 3.88995 0.12005
H28 -2.14995 2.27991 1.29306
C43 4.41052 1.80452 0.64629
Si1 4.33980 0.12411 -0.16906
C44 5.75522 -0.03871 -1.37986
C45 4.45083 -1.23939 1.10662
Se1 2.50568 -0.10421 -1.47290
H29 5.44940 2.05922 0.87215
H30 3.85040 1.82340 1.58148
H31 4.00511 2.57515 -0.01107
H32 6.71207 0.06722 -0.86211
H33 5.69674 0.73046 -2.15125
H34 5.73716 -1.01283 -1.87060
H35 5.46411 -1.28952 1.51444
H36 4.21725 -2.20460 0.65460
H37 3.76057 -1.07578 1.93646

Computed properties:
**Kohn-Sham gap**: 0.1696 Eh
**M**: 977.84 g mol⁻¹
**Lowest unoccupied orbital energy**: -1.502 eV
**Energy above the lowest of the compared OMol25 structures with the same formula, charge and spin**: 37.46 kcal per mole

=====

No. 2
Computed, not measured: a molecular structure, C45H38F3GeMoNP2, with ωB97M-V/def2-TZVPD.

Element x y z (Å)
Mo1 -1.41523 0.62371 1.29341
C1 -0.97026 4.15839 -0.21785
N1 -0.99827 2.80474 -0.80852
P1 -2.62451 2.15499 -0.78532
C2 -3.50608 3.33496 -1.85954
C3 -4.86210 3.54222 -1.62434
C4 -5.59542 4.38426 -2.44959
C5 -4.97242 5.03322 -3.50351
C6 -3.61632 4.84144 -3.73574
C7 -2.88592 3.99497 -2.91894
C8 -2.46582 0.65753 -1.79380
C9 -2.21525 -0.49978 -1.04424
C10 -1.88312 -1.68861 -1.67724
C11 -1.81324 -1.72502 -3.06123
C12 -2.08802 -0.59209 -3.81211
C13 -2.40829 0.59955 -3.18070
P2 0.12081 1.62186 -0.22328
C14 1.61487 2.57437 0.22102
C15 2.06504 2.54748 1.53694
C16 3.23411 3.20725 1.89494
C17 3.95144 3.90923 0.94131
C18 3.50326 3.95288 -0.37382
C19 2.34902 3.28179 -0.73381
C20 0.73570 0.80256 -1.72681
C21 0.74565 1.41581 -2.97595
C22 1.33449 0.78227 -4.05981
C23 1.91337 -0.46941 -3.90251
C24 1.89095 -1.09307 -2.66443
C25 1.29773 -0.46305 -1.57987
H1 -1.33523 4.88066 -0.94793
H2 0.04697 4.42289 0.05552
H3 -1.58816 4.22614 0.68440
H4 -5.34401 3.04668 -0.78960
H5 -6.64966 4.53978 -2.26218
H6 -5.54150 5.69632 -4.14212
H7 -3.12903 5.35501 -4.55462
H8 -1.82572 3.84481 -3.08864
H9 -2.46051 -0.59667 0.04810
H10 -1.69675 -2.57775 -1.09197
H11 -1.55442 -2.65190 -3.55810
H12 -2.03499 -0.63274 -4.89266
H13 -2.59307 1.49128 -3.76668
H14 1.48317 2.02647 2.28254
H15 3.57530 3.17401 2.92161
H16 4.86134 4.42610 1.21886
H17 4.06128 4.50439 -1.11951
H18 2.02017 3.30220 -1.76459
H19 0.27858 2.38578 -3.09857
H20 1.33800 1.26411 -5.02974
H21 2.37514 -0.96192 -4.74905
H22 2.33368 -2.07317 -2.53760
H23 1.27186 -0.95769 -0.61619
F1 -0.79464 1.50584 4.17441
C26 -1.15712 1.99872 2.95640
F2 -2.49814 2.38902 3.13786
F3 -0.50139 3.19943 2.87525
C27 -0.48659 -0.75019 1.76480
Ge1 0.56558 -2.36423 1.98463
C28 0.38361 -2.98890 3.82600
C29 0.90607 -4.22567 4.20034
C30 0.80699 -4.67217 5.50823
C31 0.18022 -3.88120 6.46322
C32 -0.34312 -2.64810 6.10382
C33 -0.24237 -2.20491 4.79107
C34 2.44764 -2.00565 1.55318
C35 3.36756 -2.99309 1.20923
C36 4.68371 -2.66917 0.90984
C37 5.10301 -1.34534 0.95027
C38 4.20145 -0.35061 1.30485
C39 2.89141 -0.68784 1.60569
C40 -0.18483 -3.68931 0.74641
C41 -1.51863 -4.05721 0.92995
C42 -2.16557 -4.88611 0.02605
C43 -1.48044 -5.37129 -1.08265
C44 -0.15096 -5.02244 -1.27327
C45 0.48610 -4.18489 -0.36636
H24 1.39533 -4.85606 3.46427
H25 1.21704 -5.63539 5.78453
H26 0.10194 -4.22719 7.48610
H27 -0.82856 -2.02633 6.84525
H28 -0.64276 -1.23349 4.51998
H29 3.06792 -4.03674 1.17697
H30 5.38275 -3.45176 0.64240
H31 6.12678 -1.09204 0.70635
H32 4.51099 0.68692 1.33961
H33 2.18678 0.08822 1.87192
H34 -2.06772 -3.67876 1.78670
H35 -3.20323 -5.15206 0.18275
H36 -1.98121 -6.01830 -1.79129
H37 0.39122 -5.39571 -2.13339
H38 1.51457 -3.89521 -0.55734

Computed properties:
**Kohn-Sham gap (spin up / spin down)**: 0.2687 / 0.2688 Eh
**M**: 880.30 g mol⁻¹
**Lowest unoccupied orbital energy (spin up / spin down)**: 0.201 / 0.200 eV
**Energy above the lowest of the compared OMol25 structures with the same formula, charge and spin**: 7.59 kcal per mole